No. 1
The following is a quantum chemistry calculation of the molecule C17H16O3S2 at a distorted geometry, from the Open Molecules 2025 dataset.

The strongest force on any atom is 3.2 eV/A. Its energy relative to the best compared isomer or geometry (same formula, charge and spin) is 2.00 kcal/mol. As for the structure (SMILES): O=C1c2c(O)cccc2C(SCCCS)c2cccc(O)c21. The value obtained for the HOMO energy is -0.312 hartree. Its total energy is -45702.2092 eV. The gap between HOMO and LUMO is 7.96 eV. The LUMO energy comes out at -0.5 eV.

The geometry in ORCA input format:
```
! RIJCOSX wB97M-V def2-TZVPD def2/J DEFGRID3
* xyz 0 1
O -1.7265 -1.1325 -2.8074
C -1.2946 -1.0213 -1.6730
C 0.1091 -1.3007 -1.3989
C 1.0105 -1.5010 -2.4865
O 0.6648 -1.3818 -3.8065
C 2.3510 -1.8234 -2.2468
C 2.8260 -1.9759 -0.9664
C 1.9155 -1.8496 0.1086
C 0.5920 -1.4447 -0.1037
C -0.3336 -1.1810 1.0937
S 0.4808 0.1944 2.0311
C 0.5994 1.6102 0.8118
C 1.4060 2.7257 1.4061
C 2.8953 2.3407 1.5107
S 3.9244 3.8391 1.8127
C -1.7650 -0.7777 0.7248
C -2.6416 -0.5288 1.7785
C -3.9901 -0.1028 1.6096
C -4.4077 0.0053 0.2493
C -3.5365 -0.2139 -0.8266
O -3.9969 -0.0790 -2.0877
C -2.2213 -0.6638 -0.5945
H -0.2972 -1.2999 -3.8642
H 3.0378 -1.9899 -3.1012
H 3.8918 -2.1676 -0.7855
H 2.3131 -1.9431 1.1326
H -0.3714 -2.0966 1.6902
H 1.0926 1.3076 -0.1203
H -0.4039 1.9521 0.5732
H 1.0035 3.0339 2.3796
H 1.3411 3.5845 0.7214
H 2.9702 1.5683 2.3100
H 3.1982 1.9181 0.5570
H 5.1540 3.2480 1.8633
H -2.2804 -0.6632 2.7663
H -4.6680 0.0765 2.4399
H -5.4246 0.3146 0.0153
H -3.4176 -0.5809 -2.7166
*
```

No. 2
The following is a quantum chemistry calculation of the molecule C4H10O at a distorted geometry, from the Open Molecules 2025 dataset.

The strongest force on any atom is 1.1 eV/A. Its energy relative to the best compared isomer or geometry (same formula, charge and spin) is 19.88 kcal/mol. As for the structure (SMILES): CCCOC. The value obtained for the HOMO energy is -0.360 hartree. Its total energy is -6356.9408 eV. The gap between HOMO and LUMO is 10.98 eV. The LUMO energy comes out at 1.2 eV.

The geometry in ORCA input format:
```
! RIJCOSX wB97M-V def2-TZVPD def2/J DEFGRID3
* xyz 0 1
C -2.1359 0.4258 0.5476
C -1.1660 -0.3637 -0.3152
C 0.2509 0.1668 -0.1201
O 1.1580 -0.7533 -0.6564
C 2.4380 -0.3683 -0.2531
H -2.1356 1.4804 0.2500
H -3.1634 0.0565 0.4829
H -1.8132 0.3691 1.5918
H -1.4669 -0.3089 -1.3720
H -1.1802 -1.4310 -0.0629
H 0.5714 0.3365 0.9483
H 0.3769 1.1548 -0.6005
H 2.7765 0.5330 -0.7897
H 2.3761 -0.0983 0.8263
H 3.1135 -1.1993 -0.4771
*
```

No. 3
The following is a quantum chemistry calculation of a structure of composition Cd2H10O6 at a distorted geometry, from the Open Molecules 2025 dataset.

The strongest force on any atom is 1.5 eV/A. Its energy relative to the best compared isomer or geometry (same formula, charge and spin) is 10.11 kcal/mol. The value obtained for the HOMO energy is -0.645 hartree. Its total energy is -21558.9728 eV. The gap between HOMO and LUMO is 7.48 eV. The LUMO energy comes out at -10.1 eV.

The geometry in ORCA input format:
```
! RIJCOSX wB97M-V def2-TZVPD def2/J DEFGRID3
* xyz 2 1
Cd 1.4121 -2.1192 0.7751
Cd 0.3252 0.0372 -1.1896
O 1.9650 -1.2735 -1.0903
H 2.9011 -1.3769 -1.3042
O -0.2098 -0.8559 0.7358
H -0.9405 -1.0026 1.3500
O -1.0625 -1.5682 -2.0246
H -1.2712 -2.4304 -1.6468
H -1.9149 -1.2459 -2.3453
O 1.3153 1.7871 -0.1473
H 0.9939 2.5364 0.3689
H 2.1905 1.6027 0.2147
O -1.4080 1.3930 -1.1870
H -1.3789 2.3558 -1.2580
H -2.3231 1.1876 -0.9596
O -0.3080 0.1293 3.5449
H 0.0159 1.0342 3.5173
H -0.3022 -0.1907 2.6462
*
```

No. 4
The following is a quantum chemistry calculation of a cluster of 3 separate species, C3H8O in total, from the Open Molecules 2025 dataset.

The strongest force on any atom is 0.5 eV/A. Its energy relative to the best compared isomer or geometry (same formula, charge and spin) is 61.28 kcal/mol. As for the structure (SMILES): [H][H].C=C.C=O. The value obtained for the HOMO energy is -0.372 hartree. Its total energy is -5285.4933 eV. The gap between HOMO and LUMO is 10.99 eV. The LUMO energy comes out at 0.9 eV.

The geometry in ORCA input format:
```
! RIJCOSX wB97M-V def2-TZVPD def2/J DEFGRID3
* xyz 0 1
H -0.0811 -0.1797 1.7133
H 0.3219 -0.1423 2.3395
C -1.7969 0.1196 -0.2267
C -1.0836 -0.3895 -1.2258
H -2.4748 -0.4913 0.3654
H -1.7324 1.1721 0.0406
H -0.3949 0.2187 -1.8055
H -1.1509 -1.4414 -1.4942
C 2.0993 0.2793 0.0776
O 1.8793 0.8373 -0.9667
H 1.9158 -0.8026 0.2243
H 2.4983 0.8197 0.9583
*
```

No. 5
The following is a quantum chemistry calculation of the ion C3H3N2S with charge +1 at a distorted geometry, from the Open Molecules 2025 dataset.

The strongest force on any atom is 3.3 eV/A. Its energy relative to the best compared isomer or geometry (same formula, charge and spin) is 102.35 kcal/mol. As for the structure (SMILES): S/N=C1/[C@@H]2C=[N+]12. The value obtained for the HOMO energy (spin up / spin down) is -0.516 / -0.516 hartree. Its total energy is -16961.7143 eV. The gap between HOMO and LUMO (spin up / spin down) is 7.10 / 7.10 eV. The LUMO energy (spin up / spin down) comes out at -6.9 / -6.9 eV.

The geometry in ORCA input format:
```
! RIJCOSX wB97M-V def2-TZVPD def2/J DEFGRID3
* xyz 1 1
S 3.3064 -0.0962 0.0081
N 1.9071 0.5264 0.2302
C 0.7021 0.2368 0.1802
C -0.4976 0.9398 0.4253
C -1.2971 -0.1927 0.6283
N -0.2787 -0.8180 0.0432
H 2.8781 -1.3130 -0.2595
H -1.0164 1.6483 -0.1307
H -2.3501 -0.3636 0.9198
*
```

No. 6
The following is a quantum chemistry calculation of a structure of composition C6H13N at a distorted geometry, from the Open Molecules 2025 dataset.

The strongest force on any atom is 6.7 eV/A. Its energy relative to the best compared isomer or geometry (same formula, charge and spin) is 144.22 kcal/mol. The value obtained for the HOMO energy is -0.343 hartree. Its total energy is -7916.5791 eV. The gap between HOMO and LUMO is 10.26 eV. The LUMO energy comes out at 0.9 eV.

The geometry in ORCA input format:
```
! RIJCOSX wB97M-V def2-TZVPD def2/J DEFGRID3
* xyz 0 1
C -1.6063 -1.3887 0.0043
C -0.1240 -1.1720 -0.8248
C 0.9293 -0.6397 0.0426
C 0.8850 0.8628 0.5691
C 0.3879 1.9563 -0.4694
C 1.2570 2.9791 -0.7416
N -1.6646 -2.2196 1.3418
H -1.9446 -0.2825 -0.1824
H -2.3427 -1.9586 -0.5564
H -0.2402 -0.5681 -1.6870
H 0.0595 -2.2008 -1.1447
H 1.1702 -1.0649 0.9864
H 1.9294 -0.6570 -0.3735
H 1.9414 0.9570 0.9202
H 0.2791 0.9559 1.3057
H -0.5645 1.6738 -0.9164
H 0.9866 3.7095 -1.5432
H 2.0506 3.2461 -0.0628
H -1.1655 -1.0387 1.1565
H -0.8811 -2.8206 1.2236
*
```